96
Properties=species:S:1:pos:R:3:forces:R:3:mulliken_charge:R:1 method="wB97M-V/def2-TZVPD" e_tot_ev=-101976.649 spin_multiplicity=1 homo_energy_ev=-6.9 e_above_lowest_kcal_mol=6.6
Pb -0.101034 1.245413 0.018675 0.470 -0.521 -0.291 1.932
O -1.465239 2.324925 1.691134 -0.116 0.038 -0.082 -0.984
S -1.202448 1.773178 3.028126 -0.115 0.067 1.313 1.250
O -1.103243 2.775402 4.055428 -0.178 -0.098 -0.136 -0.791
O -0.095315 0.798186 3.021133 -0.168 0.651 0.068 -1.149
C -2.567738 0.680461 3.452155 0.489 0.189 -0.187 0.005
C -3.459399 1.001901 4.453187 -0.091 0.209 0.052 -0.528
C -4.337991 0.035112 4.916879 0.089 0.088 -0.055 -0.722
C -4.266991 -1.256077 4.416526 -0.121 -0.040 0.005 -0.750
C -3.381684 -1.567318 3.397056 0.103 0.200 0.079 -0.624
C -2.540974 -0.582635 2.880723 -0.115 -0.237 -0.183 0.132
P -1.409894 -0.882663 1.466429 -1.230 -1.333 0.032 1.846
C -0.556874 -2.375484 2.093015 0.074 0.120 -0.122 0.445
C -0.564591 -3.606105 1.447749 -0.105 0.049 0.054 -0.288
C 0.188042 -4.656734 1.946048 0.050 -0.144 0.005 -0.457
C 0.949188 -4.494219 3.091074 0.029 -0.079 0.029 -0.756
C 0.950901 -3.272005 3.744852 0.078 -0.072 0.045 -0.761
C 0.205235 -2.219752 3.249325 0.027 0.017 -0.004 -0.736
C -2.559311 -1.537678 0.186886 0.090 -0.003 0.158 0.033
C -1.979549 -1.735536 -1.067972 -0.058 0.055 0.179 -0.791
C -2.750980 -2.107980 -2.153687 0.036 -0.050 -0.081 0.111
C -4.121431 -2.268236 -2.010149 -0.023 -0.059 0.022 -1.067
C -4.708671 -2.046902 -0.776968 -0.085 0.001 -0.061 -0.943
C -3.935069 -1.671138 0.310813 -0.044 -0.095 0.094 -0.586
H -3.435217 1.998906 4.865680 -0.019 0.067 0.116 0.533
H -5.053747 0.289087 5.683598 -0.039 -0.030 0.119 0.413
H -4.909795 -2.024336 4.821527 -0.060 -0.063 0.010 0.418
H -3.335247 -2.577291 3.013447 0.037 -0.054 -0.052 0.551
H -1.172815 -3.757385 0.567956 -0.002 0.040 -0.110 0.242
H 0.185105 -5.611806 1.437494 -0.044 -0.036 -0.038 0.445
H 1.526680 -5.321209 3.482980 0.038 -0.007 -0.024 0.385
H 1.543465 -3.140051 4.639107 0.009 0.020 0.087 0.464
H 0.202740 -1.265117 3.752438 0.022 0.033 0.107 0.492
H -0.913203 -1.561745 -1.165405 0.084 -0.066 -0.161 0.535
H -2.293303 -2.255958 -3.123151 0.072 0.036 -0.081 0.534
H -4.727188 -2.551863 -2.858852 -0.038 -0.011 -0.059 0.403
H -5.777960 -2.162525 -0.658112 -0.036 0.035 -0.003 0.408
H -4.417126 -1.477038 1.257132 -0.056 0.008 -0.019 0.489
S -0.391638 0.686945 -4.894969 0.171 -0.012 0.318 -0.457
C 1.308092 0.528456 -4.567203 -0.174 0.040 0.372 0.925
C 2.346894 0.283519 -5.448172 0.035 -0.007 -0.039 -0.807
C 3.626905 0.213105 -4.934734 0.001 -0.047 -0.120 -0.521
C 3.867318 0.382509 -3.571787 0.093 0.023 0.050 -0.940
C 2.836774 0.631166 -2.690582 -0.168 -0.003 -0.040 -0.117
C 1.536364 0.697722 -3.184638 0.511 -0.214 -1.031 -1.036
N 0.410436 0.926917 -2.457853 -0.615 0.284 0.017 1.104
C -0.666989 0.966937 -3.174911 0.779 -0.229 -0.826 0.448
C -1.976596 1.230715 -2.642774 -0.765 0.328 0.530 0.657
C -3.085982 1.244968 -3.493546 0.296 -0.023 0.109 -1.080
C -4.335325 1.513243 -2.980598 -0.126 0.020 -0.032 -0.961
C -4.472456 1.762044 -1.621742 -0.116 -0.027 -0.081 -0.756
C -3.368010 1.736942 -0.786004 0.261 0.050 0.180 -0.723
C -2.082907 1.482016 -1.257790 -0.060 0.097 -0.536 0.433
H 2.157365 0.150332 -6.502362 0.028 -0.005 -0.100 0.427
H 4.453008 0.024237 -5.603525 0.083 -0.026 -0.036 0.404
H 4.882062 0.315038 -3.209342 0.070 0.022 0.081 0.450
H 3.002097 0.776300 -1.635277 0.111 -0.013 0.183 0.491
H -2.958179 1.045110 -4.550242 -0.085 -0.004 -0.076 0.457
H -5.196237 1.528584 -3.634112 -0.064 0.007 -0.007 0.400
H -5.451827 1.976234 -1.219721 -0.117 0.013 0.083 0.443
H -3.490825 1.930600 0.271057 -0.129 0.047 0.127 0.525
N 2.558040 0.471660 2.599997 -0.126 -0.216 0.153 0.172
C 3.084548 1.490291 1.927905 0.478 0.387 -0.316 0.214
N 4.394213 1.740782 2.017548 0.137 -0.247 0.200 -0.822
C 4.812928 2.800581 1.336448 -0.406 -0.134 -0.045 0.281
N 6.131414 3.069874 1.372345 0.248 0.075 0.004 -0.377
N 4.035478 3.620101 0.610751 0.096 0.360 -0.307 -0.732
C 2.758041 3.265630 0.563044 0.728 -0.548 0.617 -0.020
N 2.246375 2.212986 1.164494 -0.300 0.343 0.238 0.037
C 1.808662 4.147446 -0.140207 0.000 0.760 -0.303 0.588
C 2.187303 5.447036 -0.468026 -0.084 -0.238 -0.026 -0.819
C 1.236602 6.300707 -0.998169 -0.179 -0.149 -0.011 -0.432
C -0.055878 5.831003 -1.178676 0.105 -0.014 -0.055 -1.052
C -0.332073 4.507317 -0.863549 -0.181 0.377 -0.137 -0.393
N 0.577234 3.691090 -0.361962 0.121 -0.066 0.157 0.336
H 3.148217 0.004338 3.266078 0.003 -0.004 -0.016 0.269
H 1.542921 0.502570 2.743257 0.306 -0.077 0.020 0.263
H 6.688068 2.569870 2.042039 0.017 0.026 -0.024 0.261
H 6.447848 3.953228 1.017257 0.000 0.001 -0.011 0.254
H 3.205160 5.754896 -0.293169 0.056 0.011 0.042 0.532
H 1.498006 7.315829 -1.258931 -0.006 0.073 0.008 0.422
H -0.835455 6.470263 -1.564098 -0.055 0.011 -0.031 0.458
H -1.316926 4.081129 -0.997682 -0.117 0.024 -0.076 0.556
N 0.300088 -4.063875 -1.968730 -0.313 -0.190 -0.248 -0.352
C 1.390761 -3.604278 -1.289565 0.437 0.069 0.072 0.266
C 2.531029 -4.411280 -1.147526 -0.044 0.046 0.080 -0.888
C 3.638835 -3.879149 -0.529379 -0.139 0.107 -0.004 -0.549
C 3.584100 -2.572906 -0.052428 0.070 0.008 0.098 -1.048
C 2.402488 -1.874219 -0.212254 0.351 0.064 0.068 -0.720
N 1.333172 -2.357316 -0.825435 -0.337 -0.157 -0.246 0.732
H 0.188650 -5.059074 -2.054913 -0.073 0.063 -0.034 0.226
H -0.540454 -3.512440 -1.906998 -0.005 -0.125 0.068 0.134
H 2.527051 -5.425942 -1.518296 0.007 -0.064 -0.080 0.424
H 4.538200 -4.469534 -0.418777 0.028 -0.031 0.014 0.439
H 4.432767 -2.120955 0.436885 0.021 0.076 0.068 0.546
H 2.294914 -0.867081 0.167274 0.082 0.133 0.114 0.897

98
Properties=species:S:1:pos:R:3:forces:R:3:lowdin_spin:R:1 method="wB97M-V/def2-TZVPD" e_tot_ev=-97952.878 spin_multiplicity=6 charge=-1 homo_energy_ev="-4.4 / -5.7" e_above_lowest_kcal_mol=49.4
Ru 0.048056 -0.385355 -0.503666 -0.547 -0.063 -0.253 2.458
C 2.564149 0.817844 4.777260 -0.018 0.041 0.037 0.006
C 1.080917 1.086526 4.848791 0.060 0.048 0.048 0.010
C 0.534837 1.339452 6.106454 -0.012 -0.001 0.023 0.002
C -0.813599 1.605695 6.280971 0.011 -0.006 -0.010 0.003
C -1.652849 1.640947 5.178548 0.029 0.018 0.004 0.000
C -1.131430 1.386554 3.921417 -0.104 0.064 -0.019 0.007
C 0.223106 1.104183 3.740556 -0.072 -0.046 -0.081 0.048
P 0.650538 0.689909 1.998473 0.305 -0.049 -0.019 0.141
C 2.000301 -0.535005 2.185092 -0.004 0.076 -0.118 0.224
C 3.302368 -0.354236 1.432615 -0.015 0.043 -0.007 0.098
C 4.353903 -1.353907 1.802977 -0.025 0.031 0.004 0.226
C 4.067734 -2.465338 2.514517 -0.082 0.012 0.016 0.023
C 2.765095 -2.672671 3.015317 0.065 -0.056 -0.012 0.316
C 1.759229 -1.686381 2.891134 -0.019 -0.126 0.031 0.010
C 0.494512 -1.964754 3.664245 -0.051 0.049 0.028 -0.007
C 1.410669 2.241459 1.404256 -0.024 -0.038 0.025 0.003
C 1.918491 3.233374 2.247654 0.017 -0.021 0.030 0.004
C 2.438463 4.408731 1.738231 -0.006 -0.025 -0.032 0.001
C 2.448285 4.609342 0.362307 0.004 -0.007 0.020 0.002
C 1.911824 3.649434 -0.474038 0.003 0.043 -0.006 0.001
C 1.359270 2.465954 0.027712 -0.029 0.001 -0.158 0.010
C 0.731999 1.524703 -0.965011 -0.042 0.068 0.196 0.027
H 3.070760 1.356023 5.579780 0.011 -0.007 0.022 0.001
H 3.000276 1.134478 3.832771 0.004 0.030 -0.031 0.003
H 2.784730 -0.245534 4.892168 0.000 0.001 -0.003 0.001
H 1.193043 1.325463 6.968268 0.001 0.009 0.017 0.000
H -1.203553 1.788357 7.274218 -0.002 0.011 0.020 0.000
H -2.706162 1.860920 5.291070 -0.021 -0.004 0.017 0.000
H -1.772336 1.413793 3.046643 0.019 -0.021 0.053 0.001
H 3.689756 0.653246 1.648527 0.000 0.020 -0.014 0.022
H 5.362129 -1.172991 1.455172 0.032 0.013 -0.016 0.014
H 4.844408 -3.189625 2.728677 0.015 -0.014 0.005 -0.006
H 2.540314 -3.573112 3.572073 -0.010 -0.020 0.005 0.020
H 0.233995 -3.019806 3.572184 0.008 -0.023 0.022 -0.001
H -0.361678 -1.387019 3.329185 0.069 -0.005 -0.001 0.001
H 0.651282 -1.746911 4.724543 -0.009 -0.004 0.030 -0.004
H 1.881226 3.098084 3.319232 0.023 -0.053 0.068 0.001
H 2.825695 5.164686 2.408471 0.011 0.025 0.017 0.000
H 2.852859 5.523211 -0.054346 0.011 0.021 -0.002 0.000
H 1.883411 3.815769 -1.544590 -0.003 0.004 -0.019 0.000
H 1.402384 1.385969 -1.818071 -0.037 -0.016 0.016 0.008
H -0.168461 1.985162 -1.383739 0.078 0.042 -0.041 0.007
N 1.406702 -3.390491 -1.301404 -0.153 -0.101 -0.214 0.028
C 2.296071 -2.379875 -1.026824 0.318 -0.012 -0.043 0.057
C 3.670602 -2.736785 -1.379573 -0.297 -0.022 0.127 0.345
C 4.642669 -1.755514 -1.405713 -0.031 0.215 0.028 0.037
C 4.358632 -0.531936 -0.859746 0.048 -0.142 -0.068 0.329
C 3.076979 -0.314431 -0.146525 -0.034 0.014 0.024 0.092
N 1.988004 -1.214580 -0.549264 0.093 0.015 0.069 0.087
C 0.061041 -3.407732 -1.715128 0.236 0.072 0.138 0.005
C -0.452471 -4.619097 -2.178738 -0.081 0.034 -0.011 0.007
C -1.769214 -4.648794 -2.581647 -0.049 0.014 -0.023 -0.001
C -2.528334 -3.483957 -2.530772 0.108 -0.038 -0.003 0.007
C -1.925696 -2.335844 -2.063858 -0.033 -0.024 -0.059 0.003
N -0.653977 -2.309260 -1.656598 -0.129 0.063 0.184 0.060
H 1.870810 -4.259511 -1.513842 -0.022 0.105 -0.024 -0.001
H 3.862403 -3.724427 -1.773949 -0.009 -0.021 0.014 0.019
H 5.599473 -1.956962 -1.868783 0.030 0.015 0.011 -0.005
H 5.069215 0.282952 -0.888944 0.043 0.002 0.032 0.016
H 2.742093 0.696852 -0.351689 0.015 -0.061 -0.052 0.013
H 0.165701 -5.506402 -2.209893 0.013 -0.019 0.012 0.001
H -2.202285 -5.575170 -2.934991 -0.013 -0.003 -0.003 0.000
H -3.561916 -3.465627 -2.840496 -0.033 -0.007 -0.018 0.001
H -2.454271 -1.392152 -1.986127 -0.011 -0.021 0.008 0.000
C -4.921068 0.361314 -4.233822 -0.029 -0.022 0.047 0.000
C -4.172644 1.636432 -3.979607 0.000 -0.001 0.041 0.000
C -3.790594 2.471103 -5.013378 -0.017 0.002 -0.025 0.000
C -3.076337 3.629673 -4.755747 0.017 0.040 -0.106 0.000
Cl -2.601910 4.656825 -6.093907 -0.028 -0.056 0.080 0.000
C -2.720483 3.972208 -3.472951 0.006 -0.011 0.036 0.000
C -3.095457 3.147083 -2.419819 -0.042 -0.097 -0.078 0.000
C -3.822480 1.990764 -2.672140 0.027 -0.043 0.098 0.000
O -4.245590 1.125576 -1.696444 0.028 0.157 -0.052 0.000
C -3.903057 1.466532 -0.369232 -0.179 0.071 -0.012 0.001
C -2.435811 1.253481 -0.014561 -0.046 0.153 0.441 0.008
O -1.955157 1.918463 0.897195 -0.033 0.113 -0.141 0.018
O -1.879562 0.315808 -0.675033 0.445 -0.363 -0.346 0.021
H -5.143904 0.255919 -5.294475 0.008 -0.022 -0.016 0.000
H -5.854815 0.330620 -3.670463 -0.024 0.030 0.007 0.000
H -4.331043 -0.500711 -3.917022 -0.007 0.034 -0.013 0.000
H -4.037141 2.209929 -6.034250 0.003 -0.013 -0.006 0.000
H -2.136203 4.861609 -3.287257 0.015 0.024 0.009 0.000
H -2.781540 3.407249 -1.420755 0.023 0.023 0.057 0.000
H -4.486567 0.807945 0.278563 0.013 0.004 -0.074 0.000
H -4.168765 2.500941 -0.139615 -0.051 -0.045 0.012 0.000
N -2.221444 -5.672039 2.696888 0.019 -0.234 0.051 0.000
C -2.323676 -4.603042 2.261830 0.180 -0.086 0.053 0.001
N -2.531936 -3.395906 1.801524 -0.581 0.185 0.027 0.007
C -1.613436 -2.634887 1.351625 0.476 0.081 -0.149 0.017
N -0.819859 -1.883121 0.942510 -0.088 -0.057 0.102 0.062
F -0.363841 -0.187897 -6.252011 -0.045 -0.032 0.046 0.000
C -0.852146 -0.644967 -5.077858 0.040 -0.008 -0.082 0.003
F -2.198738 -0.625938 -5.180078 0.029 -0.026 -0.051 0.001
F -0.499614 -1.944251 -4.997094 0.014 0.039 0.012 0.000
C -0.363047 0.229235 -3.878269 0.164 0.131 0.195 0.008
O -0.766051 1.386997 -3.894110 -0.061 -0.043 -0.086 0.006
O 0.381734 -0.370826 -3.063779 0.070 -0.074 -0.114 0.063

Number 1: strongest force on any atom 1.8 eV Å⁻¹. Number 2: strongest force on any atom 0.7 eV Å⁻¹.